1.
Entry from the Open Molecules 2025 dataset: 2 unconnected molecules or ions with the total composition C17H32NO4 (ωB97M-V with the def2-TZVPD basis set).

## Properties
net charge	-1
energy	-1022.6127	hartree
orbital gap	0.1464	hartree
molecular weight	314.45	Da

Geometry (Å):
1 C 6.46850 1.60726 0.98475
2 C 5.94651 2.70155 0.03874
3 C 4.83683 2.18104 -0.89038
4 C 3.51049 2.92913 -0.73626
5 C 2.75588 2.37467 0.44300
6 O 1.97208 3.31279 1.19648
7 C 1.48373 2.46362 2.16890
8 O 1.47922 2.66788 3.27945
9 O 1.06582 1.36344 1.53357
10 C 1.66955 1.31554 0.21555
11 C 2.27221 -0.05272 -0.00500
12 H 7.19149 1.01295 0.43966
13 H 6.93537 2.02756 1.86331
14 H 5.66052 0.94864 1.28459
15 H 6.79134 2.99223 -0.57688
16 H 5.64926 3.58605 0.59188
17 H 5.12919 2.21540 -1.93204
18 H 4.68776 1.13338 -0.66214
19 H 3.65858 3.98946 -0.55529
20 H 2.94449 2.80048 -1.65377
21 H 3.43421 1.89539 1.15764
22 H 0.95534 1.60619 -0.53971
23 H 3.08722 -0.21630 0.68700
24 H 1.49217 -0.80562 0.10704
25 H 2.59504 -0.09887 -1.04110
26 C -3.58685 -3.35736 -1.79919
27 C -3.02005 -1.95911 -1.48178
28 C -4.17274 -0.94306 -1.46203
29 C -5.10579 -1.04819 -0.25480
30 C -4.40489 -1.60301 0.99210
31 C -2.87751 -1.43499 0.99463
32 N -2.34026 -2.07519 -0.18677
33 O -0.94365 -1.99043 -0.26156
34 C -2.35430 -2.18527 2.21963
35 C -2.51436 0.05311 1.15620
36 C -2.10801 -1.55899 -2.63595
37 H -2.77799 -4.08781 -1.85086
38 H -4.11773 -3.37298 -2.76385
39 H -4.28662 -3.68906 -1.03018
40 H -3.75390 0.06708 -1.48741
41 H -4.76193 -1.03200 -2.38308
42 H -5.51610 -0.05614 -0.04064
43 H -5.96738 -1.67857 -0.49599
44 H -4.83842 -1.13936 1.88483
45 H -4.63386 -2.66995 1.07855
46 H -2.54208 -3.25632 2.12007
47 H -2.85485 -1.83570 3.13150
48 H -1.28235 -2.03709 2.34872
49 H -2.94196 0.45645 2.08242
50 H -2.88444 0.66853 0.33276
51 H -1.43322 0.18401 1.21166
52 H -2.67912 -1.53993 -3.57204
53 H -1.28880 -2.26442 -2.76471
54 H -1.68361 -0.56538 -2.48121

Löwdin population analysis, charges in e, atoms 1 to 8: -0.10, -0.24, -0.20, -0.12, -0.28, 0.07, -0.62, 0.24

---

2.
Entry from the Open Molecules 2025 dataset: C8H16N2O3 in the gas phase (ωB97M-V with the def2-TZVPD basis set).

## Properties
SMILES	CC(C)C[C@H](N)C(=O)NCC(=O)O
energy	-649.5918	hartree
orbital gap	0.3603	hartree
ΔE to the lowest compared entry with this formula, charge and spin	79.8	kcal/mol
molecular weight	188.23	Da

Geometry (Å):
1 C 1.19955 3.92591 -0.11929
2 C -0.00223 2.98197 -0.61732
3 C 0.28196 2.48852 -2.07359
4 C -0.22387 1.74886 0.35830
5 C -1.31099 0.74181 -0.12484
6 N -2.13473 0.68479 1.01410
7 C -0.54318 -0.42421 -0.73979
8 O 0.21567 -0.32808 -1.62510
9 N -0.95985 -1.74307 -0.28710
10 C -0.51726 -2.24914 1.10271
11 C 0.96605 -2.80479 0.95694
12 O 1.45975 -2.66320 -0.07838
13 O 1.41623 -3.23778 2.12278
14 H 2.13894 3.25065 -0.04167
15 H 0.97058 4.57528 0.77198
16 H 1.37986 4.51177 -1.04500
17 H -0.91434 3.77447 -0.51100
18 H -0.55276 2.16015 -2.77173
19 H 0.60486 3.31433 -2.60873
20 H 1.06407 1.67197 -2.00475
21 H -0.42579 1.99110 1.36701
22 H 0.76158 1.16196 0.49377
23 H -1.84439 1.17217 -1.02475
24 H -2.62760 1.55881 1.07738
25 H -2.91596 0.00063 0.86887
26 H -0.25648 -2.30166 -0.72953
27 H -1.20153 -3.14860 1.24424
28 H -0.71346 -1.44793 1.88110
29 H 2.36111 -3.45826 2.13073

Löwdin population analysis, charges in e, atoms 1 to 8: -0.10, -0.38, -0.10, -0.14, -0.35, 0.02, -0.46, 0.12

---

3.
Entry from the Open Molecules 2025 dataset: a molecular structure, C19H14IN2O6Ti (ωB97M-V with the def2-TZVPD basis set).

## Properties
net charge	-1
energy	-2440.7761	hartree
spin multiplicity	3
orbital gap (alpha / beta)	0.2125 / 0.2607	hartree
ΔE to the lowest compared entry with this formula, charge and spin	16.0	kcal/mol
molecular weight	541.10	Da
expectation value of S²	2.020

Geometry (Å):
1 Ti -0.06422 0.28415 1.02065
2 O 2.16725 -2.93587 -0.06995
3 C 1.69702 -1.82209 0.51567
4 O 0.52098 -1.38906 0.21605
5 C 2.48880 -1.04703 1.38742
6 C 3.84894 -1.14824 1.75853
7 C 4.38841 -0.12362 2.51153
8 C 3.62231 0.99008 2.88099
9 C 2.28509 1.01721 2.49336
10 N 1.75006 0.01902 1.80827
11 C 1.29325 2.14230 2.60778
12 O 1.54729 3.19754 3.15260
13 O 0.18440 1.85437 1.97601
14 H 1.54480 -3.16133 -0.77392
15 H 4.44096 -1.99570 1.44314
16 H 5.43206 -0.17045 2.79763
17 H 4.03489 1.81715 3.44049
18 N 1.42915 1.52414 -0.56612
19 C 2.00416 0.71581 -1.64837
20 C 0.98359 -0.29449 -2.16895
21 O 1.25180 -1.28781 -2.78904
22 O -0.21526 0.16110 -1.84016
23 H 0.72474 2.15689 -0.92610
24 H 2.13814 2.07284 -0.09781
25 H 2.87073 0.17106 -1.27697
26 H 2.32554 1.31066 -2.51083
27 I -1.32243 -1.19533 2.96372
28 C -1.90672 0.81437 0.14213
29 C -2.91477 1.43242 0.86568
30 C -4.28212 1.25417 0.58751
31 C -4.69569 0.38343 -0.38655
32 C -3.74079 -0.26785 -1.19426
33 C -4.08880 -1.20153 -2.20376
34 C -3.13522 -1.76512 -3.00259
35 C -1.78403 -1.36938 -2.90457
36 C -1.44745 -0.47229 -1.93527
37 C -2.37004 0.03591 -0.97432
38 H -2.64538 2.03282 1.72964
39 H -5.02030 1.76697 1.19542
40 H -5.75120 0.19069 -0.54552
41 H -5.13475 -1.45926 -2.33239
42 H -3.41151 -2.50104 -3.74753
43 H -1.04366 -1.73762 -3.59925

Löwdin population analysis, charges in e, atoms 1 to 8: 0.59, 0.12, -0.45, -0.17, -0.19, -0.01, -0.08, -0.02